# 1
Formula: C18H52BFO9PS8
Source: OMol25
Level of theory: the ωB97M-V functional and the def2-TZVPD basis

Last column: Löwdin charge in e.
CARTESIAN COORDINATES (ANGSTROEM)
1 C 1.347 -0.456 4.349  -0.01
2 C 2.008 0.298 3.640  -0.12
3 B 3.097 1.069 2.679  -0.80
4 F 2.365 1.548 1.501  -0.11
5 P 4.450 -0.236 2.140  0.69
6 O 5.144 0.127 0.810  -0.59
7 H 0.873 -1.387 4.742  0.01
8 H 3.614 1.984 3.271  0.04
9 H 5.386 -0.505 3.197  -0.03
10 H 3.722 -1.475 1.959  -0.02
11 C -1.883 -0.080 -1.175  -0.28
12 S -0.107 -0.097 -0.837  0.79
13 O 0.084 -0.733 0.495  -0.54
14 C 0.057 1.680 -0.620  -0.27
15 H -2.219 -1.109 -1.310  0.04
16 H -2.418 0.369 -0.336  0.05
17 H -2.074 0.486 -2.089  0.04
18 H -0.600 2.019 0.183  0.07
19 H -0.198 2.182 -1.554  0.02
20 H 1.092 1.901 -0.359  0.04
21 C 2.883 -4.730 2.559  -0.26
22 S 3.177 -4.359 4.299  0.79
23 O 3.066 -2.886 4.464  -0.53
24 C 4.938 -4.769 4.274  -0.27
25 H 1.843 -4.508 2.333  0.03
26 H 3.532 -4.115 1.934  0.05
27 H 3.075 -5.790 2.375  0.05
28 H 5.453 -4.153 3.537  0.05
29 H 5.062 -5.827 4.034  0.04
30 H 5.350 -4.572 5.264  0.04
31 C 0.913 4.828 -2.850  -0.24
32 S -0.832 5.275 -2.788  0.82
33 O -1.582 4.283 -3.627  -0.57
34 C -0.669 6.790 -3.757  -0.27
35 H 1.046 3.878 -2.333  0.03
36 H 1.233 4.723 -3.888  0.05
37 H 1.502 5.598 -2.350  0.06
38 H -0.248 6.562 -4.738  0.05
39 H -0.026 7.493 -3.226  0.05
40 H -1.660 7.230 -3.881  0.03
41 C -1.620 -6.556 2.598  -0.26
42 S -1.049 -5.020 3.350  0.86
43 O 0.334 -5.260 3.858  -0.59
44 C -2.160 -5.081 4.768  -0.25
45 H -1.028 -6.742 1.702  0.05
46 H -1.490 -7.384 3.298  0.05
47 H -2.671 -6.457 2.324  0.05
48 H -1.995 -6.003 5.330  0.05
49 H -3.193 -5.031 4.422  0.05
50 H -1.949 -4.224 5.406  0.06
51 C 0.986 1.472 -5.858  -0.27
52 S 1.385 0.403 -4.460  0.81
53 O 1.555 1.276 -3.267  -0.55
54 C 3.033 -0.050 -5.035  -0.27
55 H -0.002 1.903 -5.690  0.05
56 H 1.723 2.273 -5.935  0.05
57 H 0.973 0.882 -6.776  0.05
58 H 3.641 0.847 -5.165  0.06
59 H 2.953 -0.590 -5.980  0.05
60 H 3.493 -0.695 -4.287  0.06
61 C -4.350 4.014 -1.137  -0.26
62 S -3.798 5.552 -0.376  0.78
63 O -2.427 5.319 0.154  -0.56
64 C -4.935 5.484 1.024  -0.28
65 H -3.741 3.832 -2.024  0.03
66 H -4.228 3.187 -0.436  0.06
67 H -5.397 4.109 -1.430  0.05
68 H -4.777 4.564 1.588  0.06
69 H -5.963 5.530 0.660  0.05
70 H -4.741 6.342 1.667  0.05
71 C -4.779 7.354 -7.489  -0.28
72 S -4.380 6.295 -6.084  0.81
73 O -4.211 7.176 -4.894  -0.56
74 C -2.731 5.838 -6.659  -0.27
75 H -5.766 7.786 -7.326  0.05
76 H -4.042 8.154 -7.573  0.06
77 H -4.791 6.757 -8.403  0.05
78 H -2.123 6.734 -6.797  0.06
79 H -2.813 5.292 -7.601  0.05
80 H -2.267 5.197 -5.908  0.02
81 C 1.885 -7.003 5.844  -0.29
82 S 0.880 -8.486 5.666  0.79
83 O -0.304 -8.336 6.564  -0.57
84 C 2.040 -9.600 6.484  -0.28
85 H 1.333 -6.162 5.429  -0.01
86 H 2.092 -6.817 6.899  0.07
87 H 2.818 -7.129 5.294  0.04
88 H 2.236 -9.252 7.500  0.05
89 H 2.969 -9.640 5.914  0.05
90 H 1.596 -10.594 6.521  0.04

largest force on an atom = 2.5 eV/A
gap between HOMO and LUMO = 5.76 eV
E_HOMO = -4.023 eV
charge = -1
calculated total energy = -5045.5272 Ha

# 2
Formula: C18H52FInN4O6
Source: OMol25
Level of theory: the ωB97M-V functional and the def2-TZVPD basis

Last column: Löwdin charge in e.
CARTESIAN COORDINATES (ANGSTROEM)
1 In 0.014 2.354 1.707  1.41
2 F 0.574 -0.111 0.164  -0.52
3 C 4.516 1.633 3.075  -0.02
4 C 3.613 0.654 2.340  -0.35
5 C 2.566 -0.106 3.210  -0.14
6 O 1.759 0.882 3.811  -0.25
7 C 1.598 0.783 5.236  -0.04
8 N 2.920 1.431 1.338  0.11
9 H 4.062 2.608 3.255  0.09
10 H 5.493 1.783 2.617  0.10
11 H 4.778 1.220 4.050  0.10
12 H 4.200 -0.147 1.892  0.18
13 H 3.153 -0.765 3.850  0.15
14 H 1.877 -0.667 2.579  0.11
15 H 2.453 1.078 5.846  0.11
16 H 1.206 -0.193 5.519  0.11
17 H 0.770 1.426 5.535  0.08
18 H 3.636 1.957 0.857  0.12
19 H 2.655 0.834 0.567  0.05
20 C 1.316 3.082 -3.450  -0.02
21 C 0.499 3.370 -2.177  -0.35
22 C -0.891 2.693 -2.214  -0.20
23 O -1.473 2.828 -0.938  -0.26
24 C -2.908 2.608 -1.066  -0.07
25 N 1.320 2.973 -1.007  0.10
26 H 1.024 3.646 -4.336  0.10
27 H 1.405 2.014 -3.650  0.08
28 H 2.320 3.470 -3.277  0.09
29 H 0.301 4.437 -2.073  0.15
30 H -0.651 1.649 -2.415  0.10
31 H -1.443 3.146 -3.037  0.15
32 H -3.066 1.704 -1.654  0.07
33 H -3.370 3.376 -1.687  0.11
34 H -3.547 2.486 -0.192  0.08
35 H 2.043 3.678 -1.030  0.11
36 H 1.839 2.148 -1.269  0.03
37 C -2.838 -1.767 1.321  -0.05
38 C -2.634 -0.615 2.305  -0.31
39 C -1.389 -0.624 3.281  -0.15
40 O -1.232 0.649 3.876  -0.27
41 C -2.071 0.880 5.049  -0.05
42 N -2.494 0.548 1.393  0.12
43 H -1.982 -1.948 0.670  0.05
44 H -3.711 -1.689 0.673  0.10
45 H -2.882 -2.726 1.837  0.10
46 H -3.563 -0.646 2.874  0.16
47 H -0.432 -0.861 2.816  0.12
48 H -1.573 -1.427 3.995  0.15
49 H -3.102 1.189 4.876  0.10
50 H -1.770 1.759 5.619  0.10
51 H -2.168 0.118 5.822  0.11
52 H -2.592 0.106 0.490  0.05
53 H -3.301 1.148 1.483  0.09
54 C -3.499 -1.793 -3.075  -0.01
55 C -2.057 -1.839 -2.464  -0.41
56 C -1.025 -2.076 -3.503  -0.10
57 O -1.225 -3.440 -3.929  0.12
58 C -0.525 -3.865 -5.077  0.05
59 N -1.786 -0.544 -1.811  0.07
60 H -3.692 -2.807 -3.426  0.09
61 H -3.557 -1.072 -3.889  0.09
62 H -4.230 -1.524 -2.313  0.09
63 H -2.050 -2.584 -1.669  0.14
64 H -0.047 -1.961 -3.036  0.16
65 H -1.144 -1.298 -4.257  0.17
66 H -1.052 -3.447 -5.934  0.16
67 H -0.483 -4.923 -5.336  0.14
68 H 0.516 -3.555 -5.174  0.14
69 H -0.990 -0.658 -1.200  0.04
70 H -1.493 0.172 -2.460  0.04
71 C 0.557 -3.691 0.278  -0.11
72 O 1.587 -2.715 0.650  -0.14
73 H -0.338 -3.552 0.884  0.06
74 H 0.275 -3.599 -0.771  0.06
75 H 0.901 -4.678 0.587  0.09
76 H 1.125 -1.910 0.403  -0.02
77 C 3.162 -0.567 -2.514  -0.12
78 O 2.489 0.394 -1.744  -0.17
79 H 2.526 -0.838 -3.357  0.07
80 H 4.077 -0.245 -3.011  0.10
81 H 3.418 -1.424 -1.891  0.09
82 H 1.731 -0.014 -1.318  0.02

largest force on an atom = 3.6 eV/A
gap between HOMO and LUMO (alpha / beta) = 3.38 / 3.38 eV
E_HOMO (alpha / beta) = -17.080 / -17.079 eV
charge = +3
spin multiplicity = 2
⟨S²⟩ = 0.7543
calculated total energy = -1676.1104 Ha

# 3
Formula: C18H52N2O12
Source: OMol25
Level of theory: the ωB97M-V functional and the def2-TZVPD basis

Last column: Löwdin charge in e.
CARTESIAN COORDINATES (ANGSTROEM)
1 C 0.703 5.761 -3.154  -0.11
2 O -0.366 4.926 -3.622  -0.21
3 C -1.020 5.546 -4.783  -0.15
4 C -1.990 6.728 -4.330  -0.48
5 C -2.922 6.335 -3.215  -0.06
6 N -2.697 7.143 -5.479  0.02
7 H 1.253 6.245 -3.961  0.09
8 H 1.302 5.171 -2.461  0.09
9 H 0.245 6.494 -2.490  0.07
10 H -0.274 5.978 -5.449  0.11
11 H -1.474 4.741 -5.362  0.12
12 H -1.403 7.595 -4.027  0.13
13 H -3.369 5.353 -3.368  0.09
14 H -3.638 7.154 -3.141  0.08
15 H -2.308 6.292 -2.316  0.07
16 H -3.117 6.299 -5.842  0.07
17 H -3.533 7.575 -5.112  0.06
18 C 8.477 4.381 0.550  -0.12
19 O 8.234 3.026 0.802  -0.22
20 C 7.409 2.740 1.942  -0.17
21 C 6.946 1.194 2.153  -0.37
22 C 8.184 0.255 2.510  -0.06
23 N 6.112 0.690 1.037  0.03
24 H 9.178 4.829 1.255  0.09
25 H 7.473 4.806 0.589  0.08
26 H 8.807 4.424 -0.488  0.09
27 H 7.986 3.078 2.802  0.11
28 H 6.502 3.342 1.889  0.11
29 H 6.325 1.224 3.049  0.11
30 H 8.732 0.254 1.568  0.07
31 H 7.881 -0.785 2.635  0.06
32 H 8.751 0.559 3.391  0.07
33 H 6.026 -0.312 1.126  0.06
34 H 6.601 0.795 0.159  0.06
35 O -5.961 -5.168 2.313  -0.06
36 C -6.959 -4.809 3.280  -0.26
37 C -8.038 -5.793 3.479  -0.24
38 O -8.796 -6.051 2.268  -0.07
39 H -6.399 -5.221 1.461  0.07
40 H -6.547 -4.552 4.256  0.12
41 H -7.383 -3.859 2.955  0.12
42 H -8.762 -5.316 4.139  0.12
43 H -7.775 -6.719 3.990  0.12
44 H -8.214 -6.282 1.541  0.07
45 O 4.003 -6.409 0.199  -0.06
46 C 3.886 -7.116 -1.009  -0.25
47 C 2.414 -7.560 -1.110  -0.23
48 O 2.196 -8.704 -0.259  -0.07
49 H 3.769 -7.045 0.879  0.09
50 H 4.212 -6.617 -1.922  0.12
51 H 4.463 -8.039 -0.959  0.11
52 H 2.184 -7.834 -2.140  0.11
53 H 1.744 -6.752 -0.816  0.12
54 H 2.911 -9.270 -0.558  0.07
55 O -4.078 3.722 9.588  -0.08
56 C -2.734 3.970 9.189  -0.24
57 C -2.329 2.888 8.183  -0.22
58 O -2.308 1.601 8.847  -0.07
59 H -4.663 3.892 8.845  0.08
60 H -2.649 4.965 8.751  0.11
61 H -2.183 3.986 10.129  0.12
62 H -1.356 3.190 7.795  0.11
63 H -3.019 2.844 7.340  0.11
64 H -3.227 1.424 9.059  0.07
65 O -1.496 0.028 -0.670  -0.04
66 C -0.765 -0.801 0.152  -0.29
67 C -0.673 -0.320 1.612  -0.23
68 O 0.254 0.771 1.666  -0.08
69 H -0.904 0.746 -0.906  0.09
70 H -1.175 -1.811 0.171  0.12
71 H 0.266 -0.816 -0.202  0.11
72 H -0.304 -1.129 2.243  0.11
73 H -1.682 -0.014 1.887  0.12
74 H 1.093 0.439 1.338  0.08
75 O -2.383 -4.447 -9.388  -0.06
76 C -3.060 -4.581 -8.138  -0.24
77 C -2.742 -3.479 -7.107  -0.26
78 O -3.273 -3.670 -5.807  -0.06
79 H -1.885 -5.257 -9.520  0.08
80 H -4.123 -4.491 -8.365  0.11
81 H -2.916 -5.576 -7.717  0.12
82 H -2.848 -2.475 -7.519  0.12
83 H -1.657 -3.442 -7.007  0.11
84 H -3.147 -2.874 -5.285  0.09

largest force on an atom = 2.5 eV/A
gap between HOMO and LUMO = 9.89 eV
E_HOMO = -9.460 eV
SMILES = COC[C@H](C)N.COC[C@H](C)N.OCCO.OCCO.OCCO.OCCO.OCCO
calculated total energy = -1729.1661 Ha

# 4
Formula: C18H52N4O8
Source: OMol25
Level of theory: the ωB97M-V functional and the def2-TZVPD basis

Last column: Löwdin charge in e.
CARTESIAN COORDINATES (ANGSTROEM)
1 N 2.258 -0.941 -1.927  0.14
2 C 1.247 -0.842 -2.784  -0.68
3 N 0.184 -0.414 -2.211  0.13
4 O 1.308 -1.191 -4.086  -0.09
5 H 3.191 -1.290 -2.345  0.17
6 H 2.199 -0.491 -1.002  0.05
7 H -0.646 -0.038 -2.686  0.15
8 H 0.191 -0.429 -1.085  0.13
9 N 1.606 -0.495 0.580  0.13
10 C 0.515 0.068 1.000  -0.54
11 N -0.529 -0.622 0.629  0.14
12 O 0.452 1.353 1.670  -0.14
13 H 2.526 -0.156 0.911  0.10
14 H 1.575 -1.506 0.459  0.08
15 H -1.433 -0.155 0.746  0.08
16 H -0.432 -1.647 0.888  0.17
17 C -1.044 4.256 0.778  -0.03
18 C -0.667 5.705 0.440  -0.64
19 C -0.233 6.578 1.648  -0.04
20 O 0.254 5.931 -0.346  0.01
21 H -0.219 3.557 0.785  0.05
22 H -1.650 3.994 -0.065  0.05
23 H -1.643 4.297 1.679  0.09
24 H -1.599 6.193 0.039  0.15
25 H -0.089 7.607 1.338  0.07
26 H 0.661 6.306 2.121  0.06
27 H -0.995 6.620 2.435  0.08
28 H 0.019 5.767 -1.269  0.13
29 C 5.201 2.102 0.016  -0.04
30 C 4.761 1.103 0.991  -0.65
31 C 3.735 1.645 1.989  -0.02
32 O 4.315 -0.009 0.577  -0.02
33 H 5.715 2.950 0.538  0.12
34 H 4.312 2.463 -0.486  0.07
35 H 5.837 1.786 -0.777  0.07
36 H 5.666 0.874 1.509  0.13
37 H 3.583 0.938 2.807  0.09
38 H 2.808 1.853 1.417  0.07
39 H 4.030 2.435 2.621  0.07
40 H 4.871 -0.330 -0.184  0.16
41 C -4.671 0.354 1.332  0.00
42 C -3.904 0.387 0.054  -0.61
43 C -2.890 1.580 -0.010  -0.02
44 O -3.210 -0.625 -0.070  -0.04
45 H -5.113 -0.598 1.390  0.06
46 H -5.354 1.180 1.334  0.09
47 H -3.993 0.397 2.204  0.11
48 H -4.557 0.531 -0.719  0.12
49 H -2.223 1.430 0.827  0.07
50 H -3.373 2.542 0.190  0.09
51 H -2.364 1.933 -0.830  0.05
52 H -2.809 -0.523 -0.931  0.13
53 C 0.589 -5.302 0.008  -0.02
54 C 1.717 -4.357 0.386  -0.57
55 C 3.153 -4.963 0.135  -0.01
56 O 1.750 -3.124 0.070  -0.03
57 H -0.321 -4.747 -0.195  0.07
58 H 0.451 -6.198 0.581  0.08
59 H 0.791 -5.743 -0.934  0.06
60 H 1.493 -4.213 1.418  0.13
61 H 3.361 -5.987 0.435  0.08
62 H 3.965 -4.271 0.437  0.09
63 H 3.253 -4.909 -0.926  0.06
64 H 2.188 -3.124 -0.779  0.10
65 C -4.402 -3.872 0.680  -0.02
66 C -3.469 -3.781 -0.458  -0.73
67 C -4.149 -3.218 -1.614  -0.06
68 O -2.413 -3.211 -0.241  0.03
69 H -3.914 -4.357 1.463  0.06
70 H -5.399 -4.299 0.519  0.10
71 H -4.643 -2.906 1.152  0.08
72 H -3.142 -4.771 -0.828  0.16
73 H -3.466 -3.304 -2.456  0.09
74 H -4.482 -2.186 -1.595  0.07
75 H -5.033 -3.751 -1.964  0.09
76 H -2.670 -2.359 0.150  0.08
77 C 1.301 2.694 -1.403  -0.18
78 O 1.467 1.994 -2.572  -0.13
79 H 2.262 2.867 -0.888  0.07
80 H 0.604 2.069 -0.806  0.07
81 H 0.906 3.691 -1.596  0.06
82 H 0.879 1.202 -2.343  0.03

largest force on an atom = 12.1 eV/A
gap between HOMO and LUMO = 9.37 eV
E_HOMO = -9.138 eV
SMILES = NC(N)=O.NC(N)=O.CC(C)O.CC(C)O.CC(C)O.CC(C)O.CC(C)O.CO
calculated total energy = -1537.6266 Ha

# 5
Formula: C18H54N4O7
Source: OMol25
Level of theory: the ωB97M-V functional and the def2-TZVPD basis

Last column: Löwdin charge in e.
CARTESIAN COORDINATES (ANGSTROEM)
1 C -2.152 -2.151 4.061  -0.10
2 O -1.601 -2.286 2.790  -0.21
3 C -0.726 -3.395 2.669  -0.21
4 C 0.052 -3.257 1.368  -0.38
5 C 0.920 -2.013 1.364  -0.07
6 N -0.916 -3.254 0.211  0.07
7 H -1.367 -2.324 4.801  0.09
8 H -2.948 -2.899 4.122  0.10
9 H -2.562 -1.153 4.173  0.07
10 H -0.037 -3.482 3.525  0.13
11 H -1.289 -4.347 2.619  0.13
12 H 0.694 -4.142 1.281  0.13
13 H 1.520 -1.989 0.452  0.01
14 H 1.575 -1.992 2.242  0.11
15 H 0.321 -1.103 1.389  0.07
16 H -1.806 -2.935 0.622  0.06
17 H -0.722 -2.409 -0.337  0.02
18 C -1.852 0.301 -4.192  -0.13
19 O -0.991 -0.773 -4.001  -0.21
20 C -1.054 -1.662 -5.110  -0.21
21 C -0.156 -2.874 -4.962  -0.42
22 C -0.477 -3.684 -3.681  -0.05
23 N 1.289 -2.574 -4.987  0.05
24 H -1.779 0.759 -5.188  0.09
25 H -1.559 1.111 -3.513  0.07
26 H -2.891 0.031 -3.975  0.10
27 H -2.102 -2.009 -5.197  0.13
28 H -0.849 -1.164 -6.072  0.12
29 H -0.353 -3.555 -5.798  0.13
30 H 0.061 -4.626 -3.697  0.08
31 H -1.544 -3.908 -3.631  0.08
32 H -0.217 -3.088 -2.806  0.05
33 H 1.465 -1.917 -4.231  0.05
34 H 1.416 -2.043 -5.852  0.07
35 C -1.797 0.990 2.087  -0.08
36 O -1.613 2.180 2.831  -0.18
37 C -1.864 2.018 4.199  -0.27
38 C -1.316 3.138 4.922  -0.46
39 C 0.183 3.282 4.778  -0.06
40 N -1.654 2.964 6.365  0.04
41 H -1.797 1.245 1.030  0.08
42 H -2.820 0.607 2.270  0.10
43 H -1.099 0.196 2.357  0.07
44 H -2.956 1.934 4.359  0.14
45 H -1.453 1.073 4.601  0.14
46 H -1.736 4.085 4.544  0.14
47 H 0.707 2.402 5.158  0.08
48 H 0.576 4.199 5.208  0.07
49 H 0.426 3.309 3.703  0.07
50 H -1.607 3.832 6.876  0.07
51 H -2.540 2.507 6.523  0.06
52 C 3.064 5.572 -2.198  -0.11
53 O 2.285 4.424 -1.983  -0.19
54 C 1.322 4.608 -0.983  -0.24
55 C 0.811 3.257 -0.559  -0.42
56 C 1.884 2.468 0.163  -0.05
57 N 0.341 2.460 -1.717  0.05
58 H 2.449 6.450 -2.439  0.09
59 H 3.704 5.388 -3.064  0.09
60 H 3.729 5.792 -1.353  0.09
61 H 1.757 5.156 -0.134  0.13
62 H 0.493 5.236 -1.358  0.13
63 H -0.075 3.407 0.066  0.14
64 H 1.473 1.508 0.483  0.07
65 H 2.316 2.996 1.008  0.08
66 H 2.672 2.228 -0.554  0.08
67 H -0.304 3.047 -2.250  0.08
68 H 1.129 2.359 -2.364  0.09
69 C 3.409 -2.611 0.072  -0.10
70 C 2.985 -3.429 -1.122  -0.28
71 O 2.505 -2.604 -2.210  -0.10
72 H 2.553 -2.072 0.462  -0.02
73 H 4.239 -1.953 -0.202  0.09
74 H 3.896 -3.223 0.844  0.09
75 H 2.280 -4.229 -0.866  0.11
76 H 3.844 -3.930 -1.579  0.11
77 H 1.726 -2.107 -1.924  0.06
78 O -0.851 -0.254 -1.130  -0.07
79 H -0.507 0.592 -0.796  0.01
80 H -0.671 -0.227 -2.081  0.01
81 O -3.387 -1.474 -0.793  -0.07
82 H -3.654 -0.562 -0.942  0.03
83 H -2.419 -1.423 -0.768  -0.02

largest force on an atom = 3.4 eV/A
gap between HOMO and LUMO = 9.68 eV
E_HOMO = -9.156 eV
SMILES = COC[C@H](C)N.COC[C@H](C)N.COC[C@H](C)N.COC[C@H](C)N.CCO.O.O
calculated total energy = -1463.7640 Ha

- Which of these has the highest largest force on an atom?
  C18H52N4O8

- Which value of calculated total energy does entry 1 give?
  -5045.5272 Ha

- Look up the largest force on an atom of the first one.
  2.5 eV/A

- Which of these has the highest calculated total energy?
  C18H54N4O7